[1]
The following is a quantum chemistry calculation of a structure of composition C6H15N, from OMol25.

Last column: Löwdin charge in e.
Geometry (Å):
1 C 3.73657 2.13774 -0.16401  -0.0626
2 N 0.82015 0.52567 0.67374  0.0816
3 C -0.31789 0.17417 0.07575  -0.4253
4 C -0.88250 -1.19965 0.46207  -0.3889
5 C -1.50379 -1.91782 -0.76542  -0.0766
6 C -1.75321 -1.26065 1.69541  -0.0658
7 C -1.02892 1.02645 -0.93131  -0.0410
8 H 3.09170 2.02380 -1.03233  0.0019
9 H 4.67739 1.62670 -0.33585  0.0115
10 H 3.25892 1.62735 0.67343  -0.0075
11 H 3.74044 3.18407 0.12893  0.0137
12 H 0.96852 0.25272 -0.39692  0.1118
13 H 0.01714 -1.78697 0.65020  0.1236
14 H -1.87119 -2.88857 -0.42761  0.0781
15 H -0.84774 -2.01541 -1.62533  0.0775
16 H -2.40546 -1.39084 -1.08715  0.0704
17 H -2.79526 -1.08540 1.40066  0.0791
18 H -1.76406 -2.25281 2.14254  0.0794
19 H -1.51650 -0.53560 2.46996  0.0807
20 H -2.10103 1.12455 -0.75480  0.0912
21 H -0.97999 0.62944 -1.94862  0.0843
22 H -0.54329 2.00110 -0.90335  0.0832

Atomic forces in eV per Å
-0.8160 -0.4587 0.5222
-1.4652 -0.6570 -1.7512
-0.0385 -0.9387 2.5413
0.5819 -0.7701 -1.2794
-1.0618 0.4588 0.9106
-1.1674 0.2141 -0.1329
0.1183 0.4066 -0.6632
0.0027 -0.0237 -0.0504
0.3575 0.5493 -0.0770
-0.1395 -0.1284 -0.1649
0.6685 0.0922 -0.2566
1.7295 1.1938 -0.0048
0.1287 0.2516 0.3423
0.2737 -0.1815 -0.2223
0.2287 -0.0783 0.1009
-0.0094 0.0964 -0.1496
0.0086 0.1681 0.0967
0.2622 -0.0785 -0.0247
0.3119 0.0345 -0.0387
0.0469 -0.0636 0.4261
0.1870 -0.1322 0.0174
-0.2081 0.0452 -0.1422

Results
Total charge ... 0
Energy above the lowest of the compared OMol25 structures with the same formula, charge and spin ... 362.7 kJ/mol

***

[2]
The following is a quantum chemistry calculation of the ion C10H21FN3OS with charge +1, from OMol25.

Last column: Löwdin charge in e.
Geometry (Å):
1 C -1.94916 -3.12215 -2.42905  -0.0973
2 C -0.92718 -2.97159 -1.30090  -0.2531
3 C -0.71700 -1.50179 -0.93703  -0.2163
4 C 0.31598 -1.32889 0.16782  -0.1014
5 C 0.87909 0.09398 0.36033  -0.4192
6 C 1.19408 0.35269 1.84796  -0.0888
7 C 0.09541 0.97479 2.70810  -0.1454
8 C -1.20383 0.19821 2.86391  -0.2150
9 F -1.12658 -0.63596 3.95443  -0.0202
10 N -0.06784 1.10162 -0.18701  0.1935
11 C 0.41171 2.35130 -0.30440  -0.3740
12 N -0.33226 3.43790 -0.13237  0.2417
13 N 1.72419 2.49296 -0.62800  0.1224
14 C 2.34261 1.26101 -1.17375  -0.6218
15 S 1.94315 1.02272 -2.94292  0.8491
16 O 2.11376 0.17161 -0.34858  -0.0484
17 H -2.95633 -3.02475 -2.03216  0.0755
18 H -1.85502 -4.07389 -2.94063  0.0744
19 H -1.78633 -2.34194 -3.17207  0.0701
20 H 0.02476 -3.41719 -1.58883  0.1135
21 H -1.26869 -3.50573 -0.41372  0.1147
22 H -0.43925 -0.96604 -1.84347  0.0914
23 H -1.68259 -1.11852 -0.59067  0.1153
24 H 1.18454 -1.93833 -0.07796  0.1405
25 H -0.06910 -1.69792 1.11270  0.1174
26 H 1.53983 -0.58900 2.26542  0.1382
27 H 2.05406 1.02274 1.88270  0.1286
28 H 0.50643 1.07057 3.71229  0.1311
29 H -0.11988 1.99708 2.39608  0.1017
30 H -2.03303 0.88770 3.02627  0.1228
31 H -1.45826 -0.41453 1.99830  0.1008
32 H -0.98259 1.04530 0.23931  0.1536
33 H -1.33583 3.42198 -0.10902  0.1408
34 H 0.12715 4.32144 -0.00221  0.1411
35 H 1.80809 3.22961 -1.32329  0.1478
36 H 3.41570 1.42109 -1.20384  0.1201
37 H 0.63022 0.77193 -2.85373  -0.1453

Atomic forces in eV per Å
0.2804 0.1501 0.2287
-0.1056 0.0672 -0.0771
-0.1779 -0.3942 0.2623
0.1651 0.2691 -0.4917
-0.1075 -0.9234 0.2654
0.1795 0.4846 -0.1750
0.0759 -0.3129 0.1077
-0.1589 0.4261 -0.1204
0.0794 -0.2803 0.0695
0.3380 0.9332 0.4550
0.2448 -0.4497 -0.0071
0.1127 -0.0777 -0.1471
-0.9012 -0.3159 -0.3538
0.0168 -0.1484 -0.0737
0.1502 -0.0076 -0.1610
-0.2025 0.2733 -0.2172
-0.1558 0.0127 -0.1240
-0.0842 -0.1720 0.0509
-0.0885 0.0343 -0.1189
0.1143 0.0299 -0.0339
0.0327 -0.1313 0.0469
0.0912 0.1641 -0.0276
-0.0704 0.2107 -0.1640
0.1300 -0.0501 0.1335
-0.0810 -0.0766 0.0944
-0.0209 -0.1293 0.0770
0.0432 0.0421 -0.0009
-0.0356 0.0979 0.1003
-0.0317 0.0649 -0.1461
-0.0657 0.0110 0.1503
0.0008 -0.0954 -0.0901
-0.1104 -0.1305 -0.1001
-0.1204 -0.1352 0.1868
0.0001 0.2174 -0.2261
0.4167 0.2784 0.3227
0.0941 0.0473 0.0798
-0.0473 0.0162 0.2244

Results
Total charge ... +1
Energy above the lowest of the compared OMol25 structures with the same formula, charge and spin ... 0.0 kJ/mol
Structure (SMILES) ... CCCC[C@]1(CCCF)NC(N)=[NH+][C@H](S)O1

***

[3]
The following is a quantum chemistry calculation of an isolated molecule of C5H12O2, from OMol25.

Last column: Löwdin charge in e.
Geometry (Å):
1 C -1.67271 -0.73562 1.20730  -0.0852
2 O -0.40480 -0.13001 1.03591  -0.2048
3 C -0.20998 0.58126 -0.19233  -0.4061
4 C -0.27768 2.08986 0.04881  -0.0358
5 C 1.13341 0.16781 -0.80060  -0.1377
6 C 1.30038 -1.34695 -0.90515  -0.2679
7 O 1.42333 -1.95698 0.35981  -0.0701
8 H -2.45305 -0.00051 1.44908  0.0903
9 H -1.58815 -1.44242 2.04037  0.0962
10 H -1.97837 -1.29188 0.30910  0.0945
11 H -1.00331 0.28284 -0.89696  0.1429
12 H 0.68201 2.46548 0.42777  0.0832
13 H -1.04543 2.30650 0.79679  0.0795
14 H -0.52334 2.64029 -0.86950  0.0843
15 H 1.95818 0.56639 -0.19446  0.1265
16 H 1.20136 0.63096 -1.79362  0.1261
17 H 0.44976 -1.76021 -1.47721  0.1166
18 H 2.20585 -1.59269 -1.47150  0.1157
19 H 0.80254 -1.47411 0.92640  0.0517

Atomic forces in eV per Å
-0.1998 -0.0385 0.0281
-0.0083 -0.0257 0.0980
0.0875 0.2006 -0.3410
-0.0480 0.0320 0.0533
0.0129 -0.0340 0.1114
-0.0071 0.1150 -0.4357
0.0527 -0.0971 0.0030
0.1420 -0.0461 -0.0643
-0.0028 0.1953 -0.1598
0.0908 0.0933 0.1290
0.0611 0.0141 0.1828
-0.2299 -0.1069 -0.0319
0.0323 0.0354 -0.1268
0.0960 -0.1849 0.1839
-0.1578 -0.0124 -0.0446
0.0317 -0.0931 0.1151
0.0796 -0.0202 0.1422
-0.1172 0.0749 0.0757
0.0842 -0.1016 0.0814

Results
Total charge ... 0
Energy above the lowest of the compared OMol25 structures with the same formula, charge and spin ... 112.9 kJ/mol
Structure (SMILES) ... CO[C@@H](C)CCO

***

| no. | LUMO energy (eV) | frontier orbital gap (Ha) | F_max (hartree/bohr) |
| --- | --- | --- | --- |
| 1 | 0.79 | 0.323 | 0.0527 |
| 2 | -3.24 | 0.366 | 0.0212 |
| 3 | 1.03 | 0.399 | 0.0088 |